--- 1 ---
Below is 9 unconnected molecules or ions with the total composition C18H54O9, with properties calculated with ωB97M-V/def2-TZVPD.

```
81
Properties=species:S:1:pos:R:3:mulliken_charge:R:1
O 10.58678 -19.97907 -19.96291 -0.51
O 8.18283 -18.71882 -19.19986 -0.60
O 16.74282 -22.45001 -17.60324 -0.53
O 15.22806 -20.50181 -20.58205 -0.42
O 17.67179 -21.66890 -20.20502 -0.62
O 13.21449 -20.17304 -18.84802 -0.40
O 16.94959 -18.69815 -13.95476 -0.51
O 17.65651 -21.05635 -15.27745 -0.38
O 19.69248 -13.95820 -16.63953 -0.53
C 14.91194 -23.43115 -16.40371 -1.29
C 8.42296 -17.29314 -19.31923 -0.27
C 9.74188 -16.95821 -18.66944 -0.92
C 13.43593 -19.08320 -17.91262 -0.27
C 17.74041 -17.58583 -14.34587 0.08
C 15.62460 -23.32149 -17.73833 0.01
C 18.27822 -21.77044 -13.10324 -1.18
C 14.85331 -19.16885 -17.43414 -0.74
C 17.35131 -14.60659 -16.60443 -0.86
C 15.94769 -20.10374 -22.82589 -1.27
C 10.08104 -21.31172 -19.81500 -0.23
C 14.79789 -20.46228 -21.92681 -0.09
C 17.72232 -22.95704 -20.83957 0.15
C 18.18019 -22.15102 -14.55344 0.11
C 18.54910 -14.11433 -15.79627 -0.07
C 19.03536 -17.50188 -13.57846 -1.15
C 11.17930 -22.29636 -20.11487 -1.11
C 19.07353 -23.54657 -20.62414 -1.35
H 15.64611 -20.20297 -23.86610 0.37
H 10.56421 -17.33126 -19.28024 0.21
H 15.58634 -23.79980 -15.63468 0.29
H 16.98717 -22.16364 -18.50216 0.19
H 14.92963 -22.91528 -18.48287 0.13
H 16.79658 -21.26430 -20.40033 0.52
H 18.80973 -20.83099 -12.96268 0.15
H 17.43968 -21.32591 -16.18550 0.24
H 14.58959 -22.43022 -16.10880 0.23
H 9.30737 -21.46797 -20.58008 0.36
H 15.04602 -20.14866 -16.99499 -0.17
H 19.16046 -22.42540 -14.96060 0.28
H 19.71970 -16.77964 -14.02520 0.36
H 15.02001 -18.40755 -16.67458 0.41
H 16.93711 -23.59296 -20.40489 0.14
H 7.67321 -19.00873 -19.96287 0.31
H 12.69432 -19.19233 -17.11752 0.32
H 18.77405 -14.79558 -14.97880 0.03
H 9.64704 -21.46599 -18.82615 0.29
H 18.27723 -13.13768 -15.37936 0.29
H 14.02498 -24.04955 -16.53939 0.40
H 16.19982 -19.05182 -22.65288 0.32
H 14.00830 -19.70292 -22.02211 0.30
H 9.84602 -19.38999 -19.73737 0.32
H 15.55610 -19.04217 -18.25801 0.24
H 12.30943 -20.13362 -19.19736 0.22
H 19.10110 -24.59997 -20.91770 0.38
H 19.86619 -23.01751 -21.15574 0.35
H 16.86708 -20.64260 -22.59878 0.27
H 19.53584 -18.46673 -13.48883 0.28
H 14.31288 -21.40198 -22.23144 0.29
H 13.22278 -18.15507 -18.45394 0.32
H 9.79416 -15.89498 -18.45978 0.41
H 17.46952 -22.86691 -21.90261 0.37
H 9.81758 -17.51684 -17.73215 0.27
H 7.59862 -16.76401 -18.83645 0.31
H 8.43339 -17.02150 -20.37788 0.27
H 18.80476 -17.23636 -12.54132 0.26
H 17.92153 -17.69933 -15.42533 0.17
H 19.78692 -13.03307 -16.87401 0.31
H 10.74896 -23.28576 -20.28248 0.43
H 11.83541 -22.43341 -19.25126 0.21
H 17.53321 -23.02822 -14.66797 0.09
H 17.54910 -15.62743 -16.93583 0.16
H 17.17864 -13.95463 -17.45751 0.36
H 18.80018 -22.55877 -12.55555 0.41
H 19.38031 -23.53353 -19.57472 0.25
H 17.14113 -16.67550 -14.26479 0.31
H 14.48312 -20.58851 -19.94826 0.22
H 15.94776 -24.31140 -18.08276 0.38
H 11.74825 -21.98960 -20.98957 0.22
H 16.46029 -14.63839 -15.97220 0.31
H 17.19431 -19.46914 -14.49621 0.31
H 17.28551 -21.66570 -12.66400 0.31
```

Its structure (SMILES) is CCO.CCO.CCO.CCO.CCO.CCO.CCO.CCO.CCO. As for the frontier orbital gap: 9.752 eV. As for the lowest unoccupied orbital energy: 0.427 eV.

--- 2 ---
Below is 9 unconnected molecules or ions with the total composition C18H54O9, with properties calculated with ωB97M-V/def2-TZVPD.

```
81
Properties=species:S:1:pos:R:3:mulliken_charge:R:1
O 0.03605 0.87329 0.13483 -0.23
O -0.20413 4.78130 -1.55614 -0.41
O -1.90222 -6.08991 1.96643 -0.51
O -2.32644 3.72305 3.09855 -0.57
O 1.95466 3.24274 -0.35132 -0.42
O 1.73221 -2.39923 -3.02434 -0.53
O -0.76516 -5.68946 -1.50008 -0.55
O -0.17471 -0.25609 -2.48658 -0.26
O 1.35652 -2.55747 3.83744 -0.43
C 1.91138 -0.62546 5.16705 -1.06
C 0.87308 -1.61551 4.77007 -0.27
C 3.13960 3.34855 0.46386 -0.41
C -1.20460 6.81927 -0.71851 -0.72
C 3.05776 2.37840 1.61743 -1.03
C -1.38601 1.55307 -3.59278 -1.24
C 2.65250 -2.69072 -5.21339 -1.32
C -3.02595 3.80412 0.81605 -0.94
C -2.03943 4.36597 1.80525 -0.11
C -0.03903 1.01653 -3.10472 0.65
C 0.04787 6.13208 -1.19659 -0.18
C -1.74420 -4.71690 -1.08009 0.09
C -0.37973 0.03998 1.23092 -0.04
C -1.16698 -1.12884 0.65864 -0.98
C 1.48455 -2.19641 -4.37258 0.33
C 0.34392 -5.11053 1.91905 -0.58
C -0.69349 -5.90682 2.69668 -0.37
C -2.06390 -3.84894 -2.28246 -0.71
H -0.27033 -6.89607 2.92301 0.30
H -1.72993 -6.59716 1.17098 0.27
H -2.99948 2.71231 0.81618 0.20
H 0.94979 -2.05368 -2.57046 0.28
H -1.74632 0.88098 -4.37151 0.38
H -1.25257 2.56935 -3.96318 0.38
H -0.11778 -0.11155 -1.53096 0.27
H 1.71738 -3.30607 4.32025 0.25
H 0.48931 4.19310 -1.21552 0.35
H 0.38722 1.70693 -2.36350 -0.63
H -1.08316 -6.56770 -1.27155 0.30
H 2.81573 -3.73881 -4.95331 0.33
H -2.20700 -4.48009 -3.15808 0.37
H 2.11912 2.47738 2.16853 0.25
H -1.20245 -3.21081 -2.47580 -0.07
H -2.82000 4.13370 -0.20370 0.28
H 0.40277 6.66060 -2.09244 0.29
H -0.96148 7.84846 -0.43836 0.39
H 2.52272 -0.98027 6.00222 0.34
H 0.67214 0.98437 -3.93529 0.31
H 0.13882 -4.04759 1.95017 -0.11
H -1.01464 0.62560 1.89200 0.36
H 3.24949 4.38926 0.78521 0.30
H -1.96405 6.87162 -1.49513 0.27
H -4.04913 4.06728 1.08823 0.35
H 1.46755 0.31452 5.51614 0.33
H -2.09627 1.56134 -2.76812 0.22
H -2.00337 4.28242 3.81031 0.30
H 2.40488 -2.62953 -6.27365 0.36
H 0.44257 -5.52167 0.91237 0.37
H 0.02084 -1.10209 4.31612 0.20
H -1.18052 -4.07517 -0.39059 -0.07
H 2.26810 3.00133 -1.23016 0.19
H 1.33387 -5.31784 2.34710 0.36
H 1.32253 -1.13328 -4.61405 0.00
H -0.90968 -5.43549 3.65202 0.30
H 0.58369 -2.68565 -4.77437 0.19
H 2.58031 -0.36995 4.34710 0.28
H -0.99727 4.13706 1.56168 0.05
H 0.34667 1.71179 0.49104 -0.06
H -0.63615 -1.53934 -0.20174 -0.11
H -2.91915 -3.20754 -2.07179 0.33
H -1.57803 6.30946 0.16466 -0.10
H 0.84874 6.19014 -0.45123 0.23
H -2.12370 -0.73033 0.31167 0.32
H -1.34005 -1.90824 1.39561 0.42
H -2.60813 -5.05355 -0.50953 0.34
H 0.48396 -0.36697 1.77313 0.16
H 3.90930 2.44803 2.28898 0.44
H -2.18798 5.43832 1.94484 0.44
H 3.55606 -2.10504 -5.05134 0.32
H 3.02010 1.36698 1.19733 0.23
H 4.03767 3.14062 -0.12437 0.33
H 0.43314 -2.09757 5.65012 0.39
```

Its structure (SMILES) is CCO.CCO.CCO.CCO.CCO.CCO.CCO.CCO.CCO. As for the frontier orbital gap: 9.806 eV. As for the lowest unoccupied orbital energy: 0.452 eV.

On energetic grounds, 1 is preferred over the next structure by 141.3 kJ/mol.